No. 1
# C14H13Cl2O9RuS3

A structure of composition C14H13Cl2O9RuS3 at a distorted geometry (ωB97M-V with the def2-TZVPD basis set, the OMol25 dataset).

Geometry as XYZ:
```
42
Properties=species:S:1:pos:R:3:forces:R:3
Cl 2.89834 1.84203 -0.68927 -0.06 0.20 -0.31
O -0.11061 6.68587 -0.53555 0.08 -0.07 0.13
Ru 0.14553 2.71611 -0.05044 -1.47 -0.07 3.42
H 0.71834 -1.36996 -2.80528 -0.01 -0.01 -0.01
S -2.03795 3.23713 -0.19668 1.17 -0.09 -0.58
O 0.89197 4.73986 0.40534 0.07 0.19 -0.68
H 2.80043 -5.65157 0.42195 -0.03 0.02 0.00
S 0.44910 -6.17289 -1.88799 0.02 -0.04 -0.04
C 0.21469 -4.45991 -1.49951 -0.01 -0.01 -0.01
H 3.98391 -5.66022 -0.88993 -0.01 -0.04 0.01
O 2.90246 0.48571 -1.13289 0.06 0.01 0.17
C -0.50518 -2.74932 0.03020 -0.02 -0.03 -0.01
H -3.47559 2.01016 3.72559 0.01 -0.02 -0.02
H -4.63847 3.38052 0.45455 -0.01 0.02 0.01
O -0.11347 4.62805 -1.71387 0.47 0.59 -0.19
O 1.90165 5.86682 -1.45722 -0.10 -0.03 0.22
C -2.71660 2.91286 1.27200 -0.61 0.00 -0.20
H -0.61532 -4.85513 0.43440 -0.01 0.01 0.00
C -2.43858 2.34215 3.73656 0.06 0.11 -0.07
Cl 0.65928 5.52427 -0.85407 -0.23 -0.08 -0.39
O 2.52480 -7.65991 -1.58363 0.03 0.03 -0.02
C 2.12269 -6.54412 -1.37123 -0.06 -0.03 0.07
H 2.64444 -4.48146 -0.89135 -0.01 -0.01 0.00
C -0.12918 -1.75480 -0.87829 0.11 0.13 0.03
H -0.91998 -2.45523 0.98528 0.01 0.00 0.00
C -4.20852 3.07919 1.40750 0.11 0.00 0.06
C -1.90185 2.56395 2.34256 -0.06 -0.30 0.78
H 0.99145 -3.77306 -3.37678 0.00 0.00 0.00
C 0.56989 -3.47940 -2.42358 -0.01 0.05 0.06
C -0.27688 0.82845 -0.35370 0.44 -0.09 -0.33
O 4.21029 2.39913 -0.71315 -0.14 -0.04 0.23
H -1.83708 1.59999 4.25782 -0.02 -0.01 0.02
C -0.23603 -0.36731 -0.55943 -0.35 -0.09 -0.02
H -2.38391 3.27134 4.30930 -0.08 0.00 0.00
S -0.26632 2.48148 2.13034 0.42 -0.08 -1.38
H -4.67766 2.14103 1.71123 0.00 0.01 0.02
H -4.45038 3.83922 2.15349 -0.02 -0.03 0.02
C -0.33504 -4.08844 -0.27710 0.00 0.03 -0.02
C 0.40961 -2.14127 -2.11280 0.01 -0.05 0.02
C 2.93422 -5.50010 -0.65103 0.06 0.04 -0.05
O 2.30031 1.94335 0.66582 0.03 0.16 -0.66
O 2.00122 2.64541 -1.53913 0.17 -0.37 -0.26
```
Positions in Å, forces in eV/Å.

E, hartree: -3427.7994
Largest force on an atom, eV Å⁻¹: 3.72
Charge: -1
LUMO (spin up / spin down), Ha: 0.013 / 0.014

***

No. 2
# C36H74BrF5N4O11P2

A cluster of 4 separate species, C36H74BrF5N4O11P2 in total at a distorted geometry (ωB97M-V with the def2-TZVPD basis set, the OMol25 dataset).

Geometry as XYZ:
```
133
Properties=species:S:1:pos:R:3:forces:R:3
F 1.78931 2.47475 0.53077 0.29 -3.65 3.46
C 4.42126 -3.75656 3.71413 -0.33 0.24 -0.08
H 4.30120 -2.70218 3.44250 -0.11 -0.07 0.09
C 3.87902 -4.61249 2.54628 -0.01 -0.20 0.38
O -8.83777 6.27777 -1.53677 -0.34 -0.12 0.49
H 0.30558 1.58150 -1.31863 -0.18 -2.60 0.70
H -2.54664 -5.94230 3.80251 0.02 0.05 0.08
C -2.68366 0.82364 -1.44876 0.62 0.78 0.32
H -10.27293 4.85561 -1.57945 0.11 0.11 -0.05
C -11.39346 7.99856 -0.60366 -0.24 0.14 0.16
H -5.69681 3.99057 -5.28749 1.01 -0.47 2.76
H 7.65503 1.28983 0.35187 -1.55 -1.45 0.37
H -8.45249 7.06847 0.36422 -0.09 0.02 -0.05
H 3.72088 -6.63201 3.38908 0.03 0.14 -0.03
H -3.10930 -6.42333 6.86863 -0.19 -0.05 -0.14
C 2.17733 1.86350 -4.02428 1.08 1.12 -0.60
H 0.68628 -4.88324 6.22690 -0.11 0.19 -0.11
O 0.02151 -4.54331 -1.56016 1.01 3.35 1.60
H -10.28073 7.52800 -3.04448 -0.33 -0.02 0.06
H -2.89461 -7.97798 7.66936 0.13 0.02 -0.10
H -12.36754 8.48166 -0.74319 0.19 -0.11 -0.04
Br 4.97809 -4.01676 -3.07787 -1.13 0.76 0.35
H 4.84182 -1.25622 -2.18205 -1.69 0.78 -1.41
H 2.71369 4.14764 -1.16756 0.82 1.20 -1.58
H 6.43007 2.12048 -2.44793 -2.49 0.38 0.54
N 2.41459 -4.52569 2.44800 -0.10 0.30 0.11
O 6.11546 4.88159 -0.90349 -0.42 -2.01 -0.54
H 7.56809 -0.59210 0.24428 -1.45 2.17 0.37
C 6.44441 0.17031 2.07742 0.07 -0.32 -0.07
C -0.66781 -7.05856 5.44860 0.23 0.13 0.20
F 0.92502 1.96571 2.68796 3.03 -1.35 -3.81
H -0.18197 0.02627 -2.22305 0.78 0.44 2.52
P 5.10992 4.23751 -2.21358 1.05 0.62 -1.09
H -1.97419 -2.85557 -0.27471 -0.35 0.51 -2.01
C 2.70660 -0.19771 -2.32530 1.88 1.05 -2.85
C 2.91961 -2.79189 -4.77741 -1.08 -0.82 0.58
H -12.21970 6.17914 -1.32693 0.15 -0.06 -0.06
H 4.27791 -0.81912 -4.01380 -0.68 -0.35 2.76
H 3.80542 -2.91536 -5.53231 -1.64 0.39 1.60
H 4.09998 3.17996 -6.61571 -0.66 -0.53 1.71
O 5.77894 0.38257 -0.38683 1.00 1.69 0.30
C 1.19507 -0.41347 -0.37203 0.02 -0.75 0.45
O -1.93699 -2.57720 -1.25688 4.26 -1.09 1.91
C 3.09034 1.38914 -2.70448 -2.06 0.04 -1.22
H -0.04942 -5.52200 4.08313 0.02 -0.11 0.10
C 1.83835 1.46437 1.59166 0.66 2.91 3.35
C 3.07951 1.81628 -5.43214 -1.37 -0.15 -1.17
N -4.01431 3.01520 -2.16697 -3.61 2.92 -0.89
H -3.59425 0.08990 -1.33232 1.92 1.51 -0.28
H 2.23391 -1.85857 -5.05593 1.62 -1.88 0.76
H 5.83985 2.47411 0.10275 -1.45 -1.37 -1.52
C 1.37563 -0.04062 1.25029 0.74 -2.27 0.43
C -8.22900 7.24281 -0.69245 0.15 0.02 -0.34
H -2.24804 0.78383 -2.55158 -1.09 -0.03 2.29
C -0.72738 -5.59903 4.94188 -0.31 -0.05 0.38
H 3.52507 -5.92133 5.41456 0.18 -0.19 0.02
O 2.55674 -0.22342 -0.89208 -2.06 -0.44 0.09
H 3.34454 5.88934 -1.51149 -0.04 -2.35 -1.12
H -8.53940 8.24675 -0.98837 0.00 0.09 0.23
C 0.01943 0.43831 -1.11904 -0.89 0.67 -1.28
H 6.70990 1.10033 2.76513 -0.59 -2.13 -1.39
C 0.96676 -2.05450 -0.35191 0.17 -0.64 1.51
H 3.76381 0.86912 -5.50493 -1.08 1.91 0.41
H -7.14615 7.17981 -0.83113 -0.09 -0.09 -0.02
H -2.81033 -4.99812 5.27949 0.14 -0.06 -0.04
F 2.49599 -0.95150 1.70090 -3.24 2.61 -0.93
H -2.07539 3.00209 -1.16632 -2.15 -1.19 0.21
H 5.17609 -5.24589 5.62258 -0.04 -0.03 -0.09
C -1.44124 0.47279 -0.38905 -0.42 0.51 1.17
O 3.70542 -3.91855 4.94235 0.53 -0.09 -0.33
H -1.11788 -7.75408 4.73031 -0.16 0.05 0.02
H 5.28448 -0.02831 2.08565 2.31 0.59 -0.08
H -3.51343 2.04814 -4.29345 -1.51 1.78 1.71
H 1.18331 1.25775 -4.13524 1.99 0.94 0.14
O 0.03598 -2.39955 -3.13898 -0.81 -0.48 5.34
H 2.31563 1.74252 -6.33896 1.36 -0.05 1.95
C 4.10433 -5.04423 5.70947 -0.35 0.17 0.13
H 2.78709 4.81120 -3.01484 1.18 -0.17 2.22
H 4.30880 -4.21296 1.61962 -0.04 0.10 0.13
H -10.63201 8.74398 -0.84815 -0.03 -0.15 -0.02
O -1.21948 -7.24937 6.75490 0.01 -0.13 -0.66
N -11.22012 7.15181 -2.88474 0.28 -0.31 -0.01
H -6.71429 5.61061 -2.84695 1.78 -2.07 -0.05
H 0.89268 -4.73307 -1.07816 -1.70 0.32 -0.86
C -4.15047 2.80682 -3.65935 -3.41 3.74 1.34
C -10.11684 5.82127 -1.08646 -0.07 -0.13 -0.36
H -11.29774 7.74671 0.45751 0.02 0.03 -0.09
F 3.20482 1.45252 2.23697 -4.68 0.34 -2.65
C 3.93997 -1.16354 -2.92092 -0.12 -1.51 0.40
C 3.42956 -2.73476 -3.18505 -1.28 2.05 -2.26
C -5.91404 4.75749 -2.89653 5.54 -5.34 0.31
H -1.68061 -0.48499 0.27758 0.61 2.01 -1.74
H 0.38674 -7.34291 5.53207 -0.07 0.04 0.12
P -0.21607 -2.78033 -1.62823 -0.87 -1.98 -5.16
H -10.10055 5.61747 -0.00921 0.06 0.17 0.05
F 0.22439 -0.38083 2.09908 3.33 0.93 -2.72
N -0.27450 -4.65150 5.97087 0.13 -0.35 0.15
C -5.33919 3.86959 -4.16155 1.69 -0.63 3.28
O 4.48162 1.58635 -3.10191 -0.72 0.81 2.20
C 6.93578 0.38194 0.51980 0.50 -1.62 0.38
H -3.00549 -7.93161 5.89923 0.04 0.08 -0.04
H 5.49565 -3.91460 3.86573 -0.02 -0.18 0.05
C -2.63064 -7.40042 6.77913 0.12 0.08 0.37
H 4.13005 1.71272 -0.13227 1.93 0.08 -1.14
H 1.79255 -0.48957 -2.98624 1.22 0.40 1.82
C -4.98458 4.11364 -1.68891 -1.77 0.79 -4.08
H 1.86562 3.01016 -3.91727 0.70 -2.51 -0.14
H -11.24347 6.31256 -3.46567 -0.12 0.19 0.07
H 0.60450 -2.46156 0.71083 0.61 1.06 -2.21
H 5.35051 -6.18245 2.85553 -0.11 0.01 0.00
H 2.20211 -3.73356 -4.85150 1.60 1.93 -0.08
H 3.87597 -4.83770 6.75873 0.03 0.09 -0.13
H -2.04937 -4.24745 3.88332 0.04 -0.13 0.15
C 5.20900 1.72328 -0.57870 0.27 0.90 0.84
C -2.11309 -5.17930 4.45714 -0.11 0.11 -0.27
H -5.12951 4.53426 -0.60326 0.91 -1.53 -2.18
O 3.82303 3.09557 -5.65685 -0.47 -1.49 -0.41
C 3.30151 4.78161 -1.95503 -0.61 0.62 1.53
H 2.15518 -3.54903 2.30237 0.09 -0.12 0.03
H 2.03887 -2.56453 -0.48459 -2.41 1.18 0.01
H 2.03509 -4.73891 3.37536 0.10 0.01 -0.29
C -11.29301 6.74740 -1.47305 0.41 0.25 -0.02
H 6.95202 4.32975 -0.81544 -1.60 0.97 -0.33
C 5.29487 2.29931 -2.11764 1.16 -1.33 1.75
C -3.10782 2.40452 -1.12263 1.79 -0.61 -0.32
H -3.51813 2.51031 -0.00762 0.52 -0.19 -2.76
H 6.93890 -0.83863 2.47858 -0.93 2.44 -0.64
H 2.49835 -3.03389 -2.55324 2.14 0.24 -0.94
C 4.28384 -6.08234 2.63002 0.11 -0.20 -0.22
H -0.80521 -4.85310 6.82362 0.09 0.13 -0.29
H 2.71406 2.05820 -1.81782 1.18 -1.35 -1.55
H 4.09898 -6.58306 1.67254 -0.01 0.13 0.17
H -1.40016 1.37010 0.39760 -0.11 -1.94 -1.56
```
Positions in Å, forces in eV/Å.

E, hartree: -6218.1523
Structure (SMILES): CCOC[C@@H](O[C@@H](CCO)[C@@H](C[C@@H](C)Br)O[C@@](CCCCn1cccc1)(CP(=O)(O)O)C(F)(F)C(F)(F)F)P(C)O.COC[C@@H](C)N.COC[C@@H](C)N.COC[C@@H](C)N
Largest force on an atom, eV Å⁻¹: 7.70
Relative energy (zero: lowest compared OMol25 entry of this formula, charge and spin), kJ/mol: 854.74
LUMO, Ha: -0.006

***

No. 3
# C30H30BrO10

A cluster of 6 separate species, C30H30BrO10 in total at a distorted geometry (ωB97M-V with the def2-TZVPD basis set, the OMol25 dataset).

Geometry as XYZ:
```
71
Properties=species:S:1:pos:R:3:forces:R:3
H 10.04210 16.86246 6.95956 0.10 1.14 1.36
C 15.52611 15.77100 8.24652 0.07 -0.09 -0.57
H 17.24116 13.12680 5.91449 -0.29 0.41 0.16
C 11.37156 11.85831 11.70511 1.16 0.03 -0.05
C 13.30920 7.33645 7.35032 0.12 0.40 -0.65
H 21.34193 12.97871 10.60547 -0.70 -0.07 0.70
C 19.61170 12.25600 11.76026 -1.51 -0.55 -0.85
H 12.21520 11.85387 11.02090 -0.24 0.07 -0.12
O 7.79264 12.65373 11.83821 -1.09 0.51 -1.02
O 13.64705 14.82059 11.28572 0.48 -0.60 -1.27
C 10.55051 11.55743 13.93686 0.02 1.64 -1.21
H 19.74329 10.27180 14.46596 0.34 0.18 -0.37
C 16.82074 13.73725 7.89568 -0.73 -0.64 1.91
H 14.76403 16.39498 8.79680 1.37 -0.61 -0.31
H 14.28166 10.28801 10.39948 -0.63 -0.15 0.30
C 14.91579 9.43136 8.04038 0.46 1.73 0.68
C 12.18240 16.54197 10.66474 1.29 -1.77 0.63
C 11.62583 11.64806 13.04023 0.77 -0.46 1.53
C 10.09225 12.14674 11.31075 -1.23 0.48 -1.15
H 14.25742 14.07715 10.98644 -1.10 0.85 0.20
H 22.13862 10.63824 14.02616 0.96 -0.41 0.60
C 15.71162 16.01357 6.86180 -1.03 0.53 0.23
H 7.73363 12.89212 10.88810 0.34 -0.28 0.92
H 13.64599 11.60605 12.99631 -1.07 0.05 0.31
H 16.41083 15.29405 5.00579 -0.08 0.52 -1.78
H 10.74589 11.45370 14.97076 0.25 -0.30 0.87
C 13.93593 9.07797 9.00532 0.83 -2.23 -2.44
H 15.70117 9.25828 5.97353 -0.13 -0.02 0.90
H 15.56786 10.30411 8.18636 -0.33 -0.30 0.22
H 12.97506 13.94363 8.65091 0.45 -0.73 0.06
C 11.28267 17.06526 9.82076 -1.89 3.07 0.07
C 16.19369 14.65520 8.78246 -0.04 0.17 -0.81
C 14.24729 7.77547 6.40590 -0.81 0.54 0.58
O 15.15710 17.13420 6.23340 0.05 -0.42 0.68
O 23.24062 12.01592 12.21852 -0.63 -0.55 0.75
H 10.68488 17.94903 10.08480 0.45 -0.18 0.32
H 14.49365 17.46213 6.84914 -0.06 0.29 -0.09
O 17.88732 11.04349 12.97699 1.61 -0.50 1.17
C 19.19713 11.36399 12.74599 -1.29 1.09 0.07
Br 15.46613 12.01092 11.03379 -0.06 0.09 0.04
H 18.86061 12.68453 11.10463 0.01 -0.01 -0.03
H 12.41341 16.92815 11.64495 -0.23 0.23 0.08
C 16.78047 13.90343 6.53715 0.92 0.32 -0.37
C 20.11662 10.87768 13.63080 -1.05 -1.31 0.62
H 11.55429 15.05484 7.18524 -0.25 -0.02 -0.60
C 21.42979 11.06143 13.37364 0.82 0.81 0.29
C 15.04845 8.84706 6.76728 -0.17 -0.50 -0.40
H 14.48827 7.78034 4.43411 0.18 0.22 0.47
C 11.66561 15.51250 8.14668 0.70 -0.75 0.74
C 20.93885 12.45017 11.49497 1.36 0.62 -0.56
C 11.02148 16.66392 8.53663 1.81 -2.10 1.00
H 16.24043 14.43065 9.84887 -0.26 0.16 -0.35
H 12.37597 7.82227 9.20783 -0.85 -1.05 0.53
C 12.52138 14.82124 9.04222 -0.11 1.03 0.19
H 9.82928 12.38937 10.28029 0.49 -0.19 -0.09
O 14.12113 7.24188 5.14295 0.12 -0.42 -0.17
O 10.19391 17.38389 7.80236 -1.66 -0.10 -2.98
H 12.49058 6.73282 6.98463 0.16 -0.49 0.21
C 9.30051 12.02329 13.53187 -0.48 -0.51 0.99
O 12.88819 11.59627 13.63609 -0.16 -0.33 -1.07
H 17.34048 11.37734 12.29298 -1.24 0.68 -1.28
C 9.04071 12.27564 12.19474 1.00 -0.28 0.71
H 8.53522 12.21055 14.31058 0.34 -0.34 -0.72
O 17.39558 12.57899 8.40494 -0.48 -0.09 0.22
C 13.22672 7.93025 8.58622 -0.48 1.56 0.46
C 21.84796 11.89183 12.35749 1.63 -0.46 -0.43
C 16.32162 15.11708 6.02258 0.22 -1.20 1.69
H 23.50293 12.56615 11.49146 -0.26 0.44 -0.57
C 12.83668 15.35052 10.29966 -0.16 -0.26 0.29
O 13.58283 9.61009 10.19880 1.38 0.56 -0.76
H 16.84141 12.17821 9.13581 0.50 0.87 -0.69
```
Positions in Å, forces in eV/Å.

E, hartree: -4487.6820
Largest force on an atom, eV Å⁻¹: 3.61
Charge: -1
Relative energy (zero: lowest compared OMol25 entry of this formula, charge and spin), kJ/mol: 148.04
LUMO, Ha: 0.078

***

No. 4
# C2H2N2O

An isolated molecule of C2H2N2O (ωB97M-V with the def2-TZVPD basis set, the OMol25 dataset).

Geometry as XYZ:
```
7
Properties=species:S:1:pos:R:3:forces:R:3
H 2.16397 1.33682 0.20975 0.09 0.04 0.13
N 0.78525 0.20389 0.56470 -0.17 -0.24 -0.23
N 1.53566 1.08741 0.97930 -0.14 -0.22 -0.09
C 0.06678 -0.69862 0.25463 0.29 0.51 0.19
C -1.20557 -0.65227 -0.47551 -0.40 0.00 0.14
O -2.29277 -0.73381 0.03432 0.43 -0.02 -0.22
H -1.05332 -0.54341 -1.56720 -0.10 -0.08 0.09
```
Positions in Å, forces in eV/Å.

E, hartree: -262.0449
Largest force on an atom, eV Å⁻¹: 0.62
Relative energy (zero: lowest compared OMol25 entry of this formula, charge and spin), kJ/mol: 312.47
LUMO, Ha: 0.006

***

No. 5
# C5H7NO

A structure of composition C5H7NO at a distorted geometry (ωB97M-V with the def2-TZVPD basis set, the OMol25 dataset).

Geometry as XYZ:
```
14
Properties=species:S:1:pos:R:3:forces:R:3
H 1.94160 -0.84309 -1.29249 0.04 -0.30 0.25
C -0.35803 1.23931 1.13306 -0.50 -0.22 0.00
H 1.08454 -0.48666 1.59699 -0.10 0.00 -0.10
N -0.25558 -1.43738 -1.33401 -0.09 -0.17 0.42
H -1.63567 1.36836 -0.81681 -0.48 -0.37 0.24
H -1.14931 1.48789 1.85714 0.06 0.16 -0.46
H 0.40115 2.02441 1.14270 0.27 -0.24 0.22
H 0.02241 -2.17055 -0.65407 -0.54 0.23 -0.48
C 0.01559 -0.23615 1.43369 0.32 0.23 0.86
O -0.87316 -1.03639 1.73322 0.43 -0.07 0.35
H 0.77889 -0.01754 -2.45843 0.57 -0.06 0.26
C -0.12848 -0.23184 -0.56806 0.65 -1.16 -1.10
C 0.92474 -0.56895 -1.52240 0.19 0.44 -0.61
C -0.84254 0.89946 -0.25027 -0.83 1.51 0.14
```
Positions in Å, forces in eV/Å.

E, hartree: -324.4953
Largest force on an atom, eV Å⁻¹: 1.73
Relative energy (zero: lowest compared OMol25 entry of this formula, charge and spin), kJ/mol: 601.63
LUMO (spin up / spin down), Ha: -0.005 / -0.030